151
Properties=species:S:1:pos:R:3:forces:R:3:mulliken_charge:R:1 method="wB97M-V/def2-TZVPD" energy_ha=-8752.28082 max_force_ha_per_bohr=0.01258 charge=0 e_above_lowest_ev=0.000
Ti 1.1929 -0.3907 -0.1263 0.55 -0.10 -0.28 0.44
C -0.4606 2.2577 -3.5325 -0.04 -0.05 0.00 -1.15
O 0.1488 2.9415 -2.4218 -0.04 0.04 0.00 -0.46
C 0.5526 2.0071 -1.5635 -0.08 0.01 -0.17 0.06
N 0.1873 0.7785 -1.7941 0.26 0.25 0.36 1.49
C -0.6261 0.8061 -3.0446 -0.08 -0.06 0.07 0.62
C -0.3121 -0.1534 -4.1796 -0.09 -0.04 0.03 0.42
C 0.6764 -1.1253 -4.1691 -0.10 -0.15 0.08 0.79
C 0.8847 -1.9315 -5.2802 -0.04 -0.02 -0.03 -0.84
C 0.0984 -1.7850 -6.4147 0.03 0.02 0.05 -0.90
C -0.9072 -0.8277 -6.4261 0.01 0.00 0.02 -0.82
C -1.1095 -0.0211 -5.3162 -0.06 -0.02 0.01 -0.75
C 1.4214 2.4154 -0.4799 0.10 -0.20 0.34 0.33
C 1.8417 3.6905 -0.3795 0.11 0.34 -0.01 -0.69
C 2.7965 4.0511 0.6343 0.02 0.02 0.02 -1.69
C 3.2253 3.0922 1.4859 0.02 0.13 -0.05 -0.76
C 2.7277 1.7587 1.4163 -0.23 -0.10 -0.18 -0.35
N 1.8190 1.3910 0.3826 -0.28 0.22 -0.19 1.82
C 3.0957 0.8075 2.3145 -0.20 0.05 0.12 0.06
N 2.5914 -0.4566 2.4025 -0.27 -0.15 -0.05 1.68
C 3.2873 -1.2077 3.4532 -0.08 0.08 -0.03 0.13
C 4.3079 -0.1727 3.9683 -0.05 0.09 -0.06 -1.35
O 4.0717 1.0326 3.2274 0.11 -0.06 0.17 -0.53
C 3.9419 -2.5231 3.0599 -0.04 0.05 -0.04 0.04
C 3.8795 -3.0601 1.7856 0.12 0.09 -0.03 0.09
C 4.5107 -4.2617 1.4925 0.06 -0.02 0.02 -0.44
C 5.2116 -4.9442 2.4751 -0.01 0.02 -0.03 -0.83
C 5.2718 -4.4188 3.7602 -0.02 0.02 0.01 -0.85
C 4.6381 -3.2190 4.0467 -0.01 -0.04 0.06 -0.42
H 0.2153 2.3225 -4.3838 0.07 0.00 -0.01 0.25
H -1.4077 2.7375 -3.7592 0.05 0.01 0.01 0.60
H -1.6675 0.6380 -2.7630 -0.01 0.01 0.00 -0.02
H 1.2853 -1.2812 -3.2863 -0.15 -0.12 -0.04 -0.72
H 1.6627 -2.6855 -5.2490 -0.02 0.01 -0.01 0.41
H 0.2619 -2.4143 -7.2804 0.00 0.00 0.02 0.42
H -1.5406 -0.7118 -7.2969 0.02 0.00 0.03 0.43
H -1.9160 0.7067 -5.3254 0.03 -0.02 0.00 0.49
H 1.4675 4.4207 -1.0840 0.06 -0.01 0.00 0.69
H 3.1794 5.0599 0.6948 -0.04 0.00 -0.02 0.51
H 3.9530 3.3163 2.2558 -0.02 -0.01 -0.01 0.61
H 2.5717 -1.4429 4.2394 -0.04 0.00 0.09 0.89
H 5.3307 -0.4989 3.7876 0.05 0.01 -0.03 0.56
H 4.1825 0.0498 5.0269 -0.01 0.01 0.04 0.39
H 3.3513 -2.5285 1.0033 -0.02 0.02 0.00 -0.26
H 4.4466 -4.6607 0.4862 0.01 0.00 0.02 0.39
H 5.7079 -5.8788 2.2449 -0.02 0.02 0.01 0.45
H 5.8096 -4.9442 4.5397 -0.01 0.01 -0.02 0.39
H 4.6846 -2.8190 5.0562 0.00 -0.02 -0.03 0.44
C -1.5435 -2.4536 -2.2317 0.00 -0.06 -0.09 -0.98
C -1.4626 -3.1862 -0.9322 0.02 0.09 0.00 0.62
C -2.5757 -3.9109 -0.5215 -0.05 0.00 0.05 -0.57
C -2.5578 -4.6626 0.6406 0.00 0.03 -0.04 -1.15
C -1.3849 -4.7177 1.3664 0.05 0.01 0.00 -0.30
C -0.2495 -4.0071 0.9778 -0.03 -0.08 0.04 1.13
C 1.0026 -4.2583 1.7659 -0.11 -0.01 -0.02 -1.17
C -0.2877 -3.1721 -0.1545 0.27 -0.07 0.18 -1.16
N 0.8319 -2.3189 -0.4982 -0.08 -0.31 -0.52 1.69
C 1.8607 -2.8335 -1.3365 -0.18 -0.20 0.18 1.34
C 1.7519 -4.2316 -1.8759 -0.16 0.06 -0.01 -2.41
C 2.9147 -2.0241 -1.6049 0.16 0.02 0.03 1.31
C 4.0424 -2.4304 -2.5239 0.01 0.06 0.09 -2.86
N 2.9113 -0.7427 -0.9947 0.17 -0.32 -0.43 2.21
C 3.9669 0.2111 -1.3030 -0.08 -0.04 0.12 -1.68
C 5.0629 0.3757 -0.4385 -0.03 -0.01 0.06 0.89
C 5.3195 -0.5806 0.6791 0.11 -0.07 -0.03 -0.40
C 5.9707 1.4117 -0.6345 0.00 0.00 0.00 -0.52
C 5.8466 2.2861 -1.6966 -0.05 0.01 0.00 -1.18
C 4.8380 2.0601 -2.6134 0.03 0.00 -0.03 -0.73
C 3.9247 1.0215 -2.4520 -0.06 -0.04 -0.08 0.95
C 2.9835 0.7487 -3.5863 0.05 0.15 0.15 -0.96
H -2.5782 -2.2538 -2.5145 0.04 -0.02 0.01 0.60
H -1.0868 -3.0324 -3.0372 0.06 0.02 -0.02 0.65
H -1.0064 -1.5187 -2.1652 0.07 0.10 -0.09 -1.21
H -3.4679 -3.8798 -1.1381 0.02 -0.01 0.02 0.47
H -3.4311 -5.2224 0.9534 0.01 0.01 -0.01 0.43
H -1.3180 -5.3479 2.2478 -0.01 0.02 -0.02 0.44
H 0.9681 -3.7881 2.7524 0.05 -0.01 -0.01 0.28
H 1.8729 -3.8930 1.2446 -0.04 0.02 -0.04 -0.96
H 1.1281 -5.3312 1.9269 0.01 0.01 0.00 0.61
H 1.0245 -4.3023 -2.6946 0.02 0.02 0.04 0.11
H 1.4192 -4.9256 -1.0999 0.03 0.00 -0.02 0.29
H 2.7105 -4.5810 -2.2541 -0.01 0.00 -0.01 0.64
H 4.5706 -3.3140 -2.1553 -0.01 0.02 -0.01 0.54
H 4.7735 -1.6267 -2.6071 0.00 -0.03 -0.01 0.38
H 3.6859 -2.6577 -3.5325 0.01 0.00 0.02 0.30
H 4.4170 -0.7476 1.2438 0.05 -0.08 -0.06 -0.95
H 6.0980 -0.2036 1.3442 0.00 -0.01 -0.02 0.45
H 5.6421 -1.5537 0.2963 -0.01 0.03 0.00 0.49
H 6.7847 1.5250 0.0729 -0.02 0.00 -0.01 0.41
H 6.5332 3.1148 -1.8189 0.01 -0.04 -0.02 0.39
H 4.7517 2.6883 -3.4934 0.00 -0.01 0.02 0.44
H 2.8511 1.6351 -4.2105 0.00 -0.02 0.02 0.51
H 2.0236 0.4176 -3.2263 0.08 0.17 0.02 -0.95
H 3.3768 -0.0488 -4.2237 -0.03 0.00 0.00 0.51
C -0.3063 1.3619 2.5353 0.00 -0.02 0.09 -1.95
C 0.1130 -0.0492 2.9711 -0.06 -0.07 -0.14 3.04
C -1.1282 -0.9505 2.9008 0.03 0.02 -0.05 -1.65
C 0.5366 0.0498 4.4427 -0.07 -0.02 -0.01 -2.30
C 1.1800 -0.7303 2.0401 -0.06 0.33 0.55 0.42
H -1.2497 1.6366 3.0161 0.05 0.02 0.05 1.02
H -0.4522 1.4339 1.4573 -0.03 -0.01 -0.01 -0.94
H 0.4396 2.1114 2.8101 0.03 -0.02 -0.07 0.48
H -1.9582 -0.5154 3.4667 0.06 -0.01 -0.01 0.64
H -0.9190 -1.9423 3.3127 0.00 0.01 -0.04 0.58
H -1.4624 -1.0934 1.8664 -0.01 0.00 0.05 -0.17
H -0.2282 0.5983 5.0018 0.02 -0.03 -0.01 0.46
H 1.4741 0.5980 4.5628 0.01 0.00 -0.01 0.26
H 0.6315 -0.9338 4.9097 0.04 0.00 -0.02 0.41
H 1.0590 -1.7960 2.2073 0.13 -0.12 -0.11 -0.58
C -4.5920 -2.0617 2.7933 -0.05 0.00 -0.07 -0.93
O -4.2603 -0.8757 2.0536 0.03 -0.16 0.02 0.09
C -4.6169 0.2929 2.5797 0.11 0.18 -0.19 -0.06
O -5.2577 0.4165 3.5928 -0.06 -0.01 0.00 -0.57
C -4.0099 1.4733 1.8725 0.14 -0.45 0.12 0.97
C -4.5654 2.6762 2.0638 -0.06 0.54 -0.09 -0.40
As -6.4295 2.9185 1.5043 -0.20 0.19 -0.16 -0.04
C -7.1018 1.0931 1.2600 0.12 -0.09 0.05 -1.10
C -5.6542 2.9930 -0.3866 0.13 0.03 0.05 1.20
C -4.5275 2.3740 -0.7792 0.00 0.02 -0.23 -0.59
As -2.9527 1.5745 0.2331 -0.16 0.08 0.03 0.57
C -2.9956 -0.2385 -0.4852 -0.09 0.03 -0.04 -1.18
C -4.0575 2.3523 -2.2191 -0.18 0.16 0.25 -0.48
O -4.1847 1.3872 -2.9193 0.14 -0.22 -0.05 -0.62
O -3.2496 3.3566 -2.6173 -0.06 0.13 0.04 -0.19
C -3.1647 4.5613 -1.8460 0.06 -0.05 0.00 -0.59
C -6.3724 3.7354 -1.5114 -0.06 0.19 0.13 0.10
O -6.0858 3.5011 -2.6568 -0.02 -0.09 -0.13 -0.50
O -7.3317 4.6611 -1.3285 -0.01 -0.21 0.15 -0.35
C -7.6015 5.4384 -0.1564 0.12 -0.04 -0.01 -0.74
C -3.8142 3.9637 1.8511 -0.22 -0.21 0.01 0.29
O -4.3270 4.9873 1.4627 -0.02 0.10 -0.07 -0.60
O -2.5469 3.8673 2.2464 0.13 -0.02 0.07 -0.07
C -1.7369 5.0427 2.1029 -0.01 -0.02 0.07 -0.63
H -3.8453 -2.8014 2.5188 0.03 0.01 -0.03 0.07
H -5.5823 -2.4059 2.4991 -0.04 0.02 0.02 0.31
H -4.5776 -1.8667 3.8611 0.03 0.05 0.04 0.42
H -7.3399 0.6534 2.2253 -0.03 0.01 0.01 0.41
H -6.4050 0.4568 0.7139 -0.02 0.01 0.02 0.24
H -8.0189 1.1837 0.6770 0.02 0.06 -0.02 0.44
H -3.7771 -0.8511 -0.0556 0.00 0.02 -0.04 1.13
H -2.0291 -0.6987 -0.2915 0.00 0.03 0.06 -0.51
H -3.1430 -0.1488 -1.5581 -0.01 0.02 0.01 0.70
H -2.4688 5.2023 -2.3798 0.01 -0.02 -0.03 0.42
H -2.7731 4.3647 -0.8471 -0.03 -0.02 -0.01 0.14
H -4.1327 5.0522 -1.7791 0.00 0.01 -0.01 0.30
H -8.1729 6.2893 -0.5175 0.03 0.02 -0.03 0.28
H -6.6862 5.7903 0.3138 0.10 -0.08 0.07 0.29
H -8.2052 4.8876 0.5570 -0.02 -0.06 0.05 0.36
H -0.7120 4.7054 2.2241 0.01 -0.01 -0.01 0.11
H -1.9950 5.7655 2.8746 -0.02 0.02 0.01 0.29
H -1.8818 5.4982 1.1262 -0.01 -0.03 -0.05 0.33